Formula: C30H24CrN4O6
Source: the Open Molecules 2025 dataset
Level of theory: ωB97M-V/def2-TZVPD

The geometry in XYZ format:
```
65
Properties=species:S:1:pos:R:3:forces:R:3:lowdin_charge:R:1
Cr 0.47940 0.51982 0.53278 1.3 -1.1 -1.0 0.96
C -2.83391 0.71814 2.71533 0.1 0.0 -0.1 -0.03
C -2.49440 -0.73931 2.58265 0.2 0.1 -0.1 -0.22
C -3.47842 -1.71029 2.67655 0.0 0.0 0.0 -0.06
C -3.15926 -3.04905 2.54922 0.0 -0.1 0.0 -0.08
C -1.84724 -3.43031 2.33005 0.0 0.0 0.0 -0.04
C -0.83217 -2.48748 2.24947 0.0 0.3 0.1 -0.20
C 0.59877 -2.89856 2.07858 0.0 0.1 0.0 0.00
C -1.16494 -1.13162 2.36836 -0.7 -0.8 0.3 -0.22
N -0.17076 -0.14434 2.25670 -0.2 -0.1 -0.1 -0.02
C 0.29242 0.42330 3.38727 -0.4 -0.5 0.8 -0.46
O 0.00389 0.12287 4.54303 0.3 0.3 -0.4 0.08
C 1.18158 1.57938 3.05036 0.1 0.4 0.0 -0.13
C 1.79259 2.42984 3.95987 -0.1 -0.2 -0.1 0.03
C 2.43333 3.56707 3.48261 -0.1 -0.2 -0.2 -0.02
C 2.42818 3.82577 2.11869 -0.1 -0.2 -0.1 0.03
C 1.82181 2.91037 1.27033 0.1 0.1 0.4 -0.12
N 1.22532 1.80737 1.73310 1.2 1.8 1.9 0.04
C 1.67667 3.04995 -0.21083 -0.1 0.4 -0.8 -0.46
O 2.10628 4.01550 -0.83907 0.1 -0.3 0.5 0.06
N 0.97024 2.00930 -0.67176 -0.2 0.0 0.1 -0.02
C 0.78680 1.78896 -2.03640 -0.1 0.1 -1.2 -0.20
C 1.87879 1.49042 -2.86665 -0.1 0.1 0.2 -0.19
C 3.27399 1.51968 -2.32440 0.1 0.1 0.0 -0.02
C 1.63553 1.19210 -4.19916 -0.1 0.0 0.0 -0.04
C 0.34792 1.17247 -4.70206 0.0 0.0 0.0 -0.08
C -0.72290 1.46914 -3.87763 0.0 0.0 0.0 -0.05
C -0.52005 1.79466 -2.54775 0.2 0.0 0.2 -0.21
C -1.67151 2.18709 -1.66306 0.2 -0.1 -0.1 -0.03
H -3.91194 0.86528 2.73736 0.0 0.0 0.0 0.08
H -2.41426 1.29234 1.87957 -0.1 0.0 0.1 0.07
H -2.41335 1.11657 3.63966 0.0 0.1 0.0 0.08
H -4.50329 -1.41394 2.85573 -0.1 0.0 0.0 0.10
H -3.93132 -3.79917 2.63725 -0.1 -0.1 0.0 0.10
H -1.60312 -4.47872 2.23586 0.1 -0.1 0.0 0.11
H 0.73796 -3.94417 2.34395 0.0 0.0 0.0 0.08
H 1.24305 -2.28226 2.70555 0.1 -0.1 0.0 0.09
H 0.92523 -2.76705 1.04530 0.0 -0.1 0.1 0.07
H 1.74729 2.18922 5.01118 -0.1 0.0 0.0 0.12
H 2.91534 4.24934 4.16830 0.0 0.0 0.0 0.11
H 2.87353 4.71129 1.69247 0.0 0.0 -0.1 0.12
H 3.31635 1.07033 -1.33165 0.1 0.0 -0.1 0.07
H 3.60364 2.55664 -2.23684 0.1 0.0 0.0 0.08
H 3.95681 0.98297 -2.97885 0.0 0.0 0.0 0.08
H 2.46767 0.96243 -4.84777 0.1 -0.1 -0.1 0.11
H 0.17478 0.92795 -5.73829 0.0 -0.1 -0.1 0.10
H -1.72797 1.44380 -4.26985 -0.2 0.0 -0.1 0.11
H -2.61646 1.87167 -2.10181 -0.1 -0.1 0.1 0.08
H -1.69395 3.27148 -1.54239 0.0 0.0 0.1 0.09
H -1.56454 1.74284 -0.66394 -0.2 0.1 -0.1 0.04
O -0.43363 -4.97448 -3.61668 0.7 -0.8 -0.2 -0.02
C -1.26657 -4.08740 -3.48266 0.3 1.1 0.9 -0.72
O -2.36239 -3.87308 -3.99412 -1.0 0.0 -0.5 -0.03
C -0.85982 -2.96028 -2.44268 -0.3 -0.5 -0.5 -0.06
C -1.84096 -2.18405 -1.83254 0.2 0.1 0.2 0.02
C -1.46766 -1.19169 -0.95156 -0.4 0.0 0.1 -0.10
N -0.19106 -0.91841 -0.65584 -0.7 -0.9 -0.8 0.00
C 0.75087 -1.69197 -1.23315 0.3 0.0 -0.2 -0.16
C 0.46634 -2.71032 -2.12827 0.1 0.5 0.5 0.08
C 2.14329 -1.35603 -0.76035 0.3 -1.0 -1.0 -0.59
O 3.12392 -1.96802 -1.14345 -0.4 0.2 0.1 0.09
O 2.15401 -0.38797 0.08244 -0.4 1.3 1.3 -0.09
H -2.88413 -2.36526 -2.04518 0.0 0.0 -0.1 0.12
H -2.21761 -0.59886 -0.43629 0.0 0.0 0.0 0.12
H 1.26602 -3.30328 -2.54664 0.0 0.0 0.0 0.13
```
Positions in Å, forces in eV/Å.

2S+1	4
expectation value of S²	3.78
relative energy (zero: lowest compared OMol25 entry of this formula, charge and spin)	0.0	kJ/mol
highest occupied orbital energy (alpha / beta)	-5.53 / -5.52	eV
charge	-1
frontier orbital gap (alpha / beta)	6.49 / 6.52	eV
maximum force	2.86	eV/Å



Formula: C15H16AuCl2N2S2
Source: the Open Molecules 2025 dataset
Level of theory: ωB97M-V/def2-TZVPD

The geometry in XYZ format:
```
38
Properties=species:S:1:pos:R:3:forces:R:3:lowdin_charge:R:1
Au 0.92166 -0.28784 0.52696 0.0 -0.4 0.0 0.28
Cl 4.23545 -0.61841 0.91248 0.0 0.0 -0.2 0.62
C 3.83299 -1.79444 2.11955 -0.2 0.0 0.0 -0.69
C 4.69858 -1.87398 3.19381 0.1 0.0 0.0 -0.14
C 4.46242 -2.78461 4.20873 0.4 0.2 0.1 -0.11
C 3.36325 -3.60129 4.13716 -0.3 -0.3 0.0 -0.15
C 2.50058 -3.50035 3.05713 -0.1 -0.1 0.0 -0.69
Cl 1.12824 -4.57186 3.06071 0.0 0.0 0.0 0.62
C 2.67789 -2.59725 2.00010 0.0 0.1 -0.1 -0.74
S 1.54955 -2.55398 0.64600 0.2 0.3 0.1 0.40
H 5.55707 -1.21714 3.22486 0.0 0.0 0.0 0.09
H 5.13554 -2.85243 5.05300 0.0 0.0 0.0 0.10
H 3.15439 -4.32144 4.91597 0.0 0.0 0.0 0.09
S 0.19290 1.89389 0.40022 -0.1 0.2 0.0 0.50
C -1.50626 1.55101 -0.35579 0.1 -0.6 -0.2 -0.98
C -2.14898 1.23668 0.92878 0.1 0.0 -0.1 -0.11
C -3.08559 2.08629 1.49894 0.0 0.0 0.1 -0.09
C -3.51377 3.17218 0.76722 -0.1 -0.2 0.4 -0.07
C -2.98620 3.37710 -0.51265 0.2 0.2 -0.6 -0.18
N -2.01125 2.69363 -1.04679 -0.2 0.1 0.2 0.10
H -1.90890 0.27864 1.36780 0.1 0.0 -0.1 0.09
H -3.51178 1.86601 2.46958 0.0 0.0 0.0 0.10
H -4.28422 3.82957 1.15047 0.0 0.0 0.0 0.09
H -3.39915 4.16547 -1.13920 0.0 0.0 0.1 0.10
C -0.04209 1.48555 -2.96391 -0.1 0.0 0.1 -0.08
C -1.17262 0.50402 -2.60834 0.0 0.2 -0.1 -0.67
C -2.39625 0.82698 -3.48782 0.1 0.0 -0.1 -0.07
C -0.70269 -0.91380 -2.95045 0.0 -0.1 0.0 -0.07
N -1.60351 0.42931 -1.21903 -0.1 0.5 0.4 0.10
H 0.16391 1.43086 -4.03891 0.0 -0.1 0.1 0.07
H 0.86256 1.22692 -2.41426 0.1 0.0 0.0 0.05
H -0.31558 2.51191 -2.72657 0.0 -0.1 0.0 0.06
H -2.16508 0.66983 -4.54994 0.0 0.0 0.1 0.07
H -2.69661 1.86386 -3.33128 0.0 0.0 0.0 0.06
H -3.22109 0.17725 -3.19881 -0.1 0.0 0.0 0.07
H -0.44102 -0.97601 -4.01114 0.0 0.0 0.0 0.07
H -1.49522 -1.63092 -2.73344 0.0 0.0 0.0 0.08
H 0.17089 -1.18121 -2.35114 0.0 0.0 0.0 0.05
```
Positions in Å, forces in eV/Å.

2S+1	1
relative energy (zero: lowest compared OMol25 entry of this formula, charge and spin)	313.6	kJ/mol
highest occupied orbital energy (alpha / beta)	-3.79 / -3.79	eV
charge	-1
frontier orbital gap (alpha / beta)	5.09 / 5.07	eV
maximum force	0.68	eV/Å



Formula: C5H13NO2
Source: the Open Molecules 2025 dataset
Level of theory: ωB97M-V/def2-TZVPD

The geometry in XYZ format:
```
21
Properties=species:S:1:pos:R:3:forces:R:3:lowdin_charge:R:1
C -0.45984 1.49732 -2.64424 0.3 0.2 -0.2 -0.03
C 0.15705 -1.75903 -0.81052 -0.2 -0.4 -0.3 0.01
N -0.64119 0.38089 -1.73866 0.3 0.1 -0.1 -0.17
C 0.45081 -0.40512 -1.41008 1.1 -0.2 0.2 -0.49
O -1.84610 -0.30303 -2.01680 0.0 0.3 0.8 -0.01
O 1.61255 -0.00642 -1.51127 -1.6 0.1 -0.1 0.05
H -2.39843 -0.03142 -1.25972 0.0 -0.3 -0.5 0.12
H 0.31562 2.16214 -2.25326 -0.2 -0.2 -0.1 0.09
H -1.40073 2.04482 -2.74571 0.2 -0.2 0.1 0.09
H -0.14260 1.11799 -3.62056 0.0 0.2 -0.1 0.10
H 0.98102 -2.43799 -1.05019 0.0 0.3 0.2 0.09
H 0.07567 -1.65993 0.27418 0.0 0.0 0.0 0.07
H -0.75807 -2.20701 -1.20129 0.0 0.2 0.2 0.07
C 0.02429 0.68166 2.42016 -0.2 0.2 -0.1 -0.18
C 0.98885 -0.28019 3.07659 0.2 -0.1 0.1 -0.18
H 0.98696 -1.24348 2.55835 0.1 0.1 0.1 0.05
H 0.00997 1.63608 2.95458 -0.1 -0.1 -0.1 0.06
H -0.98956 0.27040 2.42070 0.0 0.1 0.0 0.06
H 0.31766 0.87378 1.38433 -0.1 0.1 0.1 0.05
H 0.70947 -0.45187 4.12030 0.1 -0.1 -0.1 0.06
H 2.00659 0.12042 3.05312 -0.1 -0.1 0.0 0.07
```
Positions in Å, forces in eV/Å.

2S+1	1
relative energy (zero: lowest compared OMol25 entry of this formula, charge and spin)	229.0	kJ/mol
highest occupied orbital energy	-9.65	eV
charge	0
frontier orbital gap	10.26	eV
maximum force	1.61	eV/Å



Q: What is the formula in the second record?
A: C15H16AuCl2N2S2